Computed, not measured: a 11-piece molecular cluster, C34H92N4O7 overall at a distorted geometry, with the ωB97M-V functional and the def2-TZVPD basis.

Each line ends with the Löwdin charge.
Element x y z (Å)
C  0.078  -6.513  2.719  -0.086
C  -0.771  -5.807  1.673  -0.267
N  -1.398  -4.605  2.204  -0.197
C  -2.585  -4.911  2.998  -0.266
C  -2.804  -3.839  4.033  -0.086
C  -1.715  -3.650  1.146  -0.258
C  -0.469  -3.091  0.484  -0.079
H  0.568  -7.375  2.263  0.071
H  -0.473  -6.834  3.600  0.061
H  0.867  -5.828  3.043  0.074
H  -0.143  -5.543  0.828  0.098
H  -1.559  -6.500  1.315  0.122
H  -3.470  -5.013  2.344  0.120
H  -2.464  -5.858  3.529  0.106
H  -1.959  -3.719  4.703  0.077
H  -3.034  -2.896  3.536  0.035
H  -3.691  -4.015  4.653  0.077
H  -2.287  -2.829  1.589  0.082
H  -2.459  -4.078  0.438  0.125
H  -0.671  -2.113  0.039  0.063
H  -0.111  -3.726  -0.328  0.040
H  0.325  -2.998  1.225  0.082
C  4.283  -1.628  1.179  -0.092
C  4.793  -0.762  2.321  -0.273
N  5.536  0.411  1.891  -0.185
C  4.848  1.220  0.883  -0.244
C  3.495  1.790  1.288  -0.073
C  5.933  1.213  3.034  -0.291
C  7.103  0.640  3.790  -0.088
H  5.065  -1.737  0.426  0.080
H  3.419  -1.167  0.698  0.052
H  4.029  -2.619  1.551  0.076
H  3.982  -0.521  3.041  0.115
H  5.469  -1.379  2.925  0.102
H  5.565  1.994  0.596  0.113
H  4.728  0.609  -0.017  0.096
H  2.810  0.948  1.452  0.057
H  3.518  2.402  2.186  0.073
H  3.025  2.304  0.451  0.062
H  5.079  1.392  3.716  0.111
H  6.207  2.214  2.684  0.116
H  7.169  1.094  4.779  0.073
H  8.035  0.870  3.268  0.075
H  7.053  -0.443  3.870  0.060
C  -0.005  -2.609  -5.034  -0.084
C  0.606  -2.361  -3.662  -0.266
N  1.759  -3.214  -3.373  -0.179
C  2.439  -2.726  -2.173  -0.251
C  3.291  -1.501  -2.461  -0.070
C  1.361  -4.590  -3.211  -0.277
C  2.511  -5.563  -3.373  -0.093
H  -0.590  -3.531  -5.081  0.060
H  0.780  -2.635  -5.785  0.079
H  -0.733  -1.817  -5.227  0.067
H  0.938  -1.324  -3.708  0.090
H  -0.153  -2.410  -2.863  0.114
H  1.720  -2.519  -1.359  0.106
H  3.074  -3.529  -1.790  0.105
H  2.696  -0.607  -2.656  0.056
H  3.874  -1.238  -1.572  0.038
H  4.006  -1.685  -3.260  0.080
H  0.581  -4.835  -3.928  0.102
H  0.926  -4.780  -2.206  0.110
H  3.071  -5.441  -4.307  0.077
H  2.169  -6.601  -3.334  0.071
H  3.280  -5.460  -2.598  0.061
C  -2.522  3.291  0.460  -0.076
C  -3.870  3.126  1.151  -0.230
N  -4.196  1.706  1.344  -0.214
C  -3.514  1.204  2.559  -0.226
C  -3.168  -0.269  2.410  -0.091
C  -5.644  1.493  1.448  -0.248
C  -6.365  1.744  0.131  -0.077
H  -2.248  4.348  0.416  0.077
H  -2.552  2.939  -0.578  0.065
H  -1.730  2.689  0.909  0.052
H  -3.814  3.618  2.135  0.122
H  -4.616  3.653  0.559  0.109
H  -4.227  1.313  3.393  0.122
H  -2.632  1.780  2.822  0.098
H  -2.405  -0.388  1.638  0.063
H  -4.036  -0.863  2.113  0.072
H  -2.782  -0.676  3.344  0.067
H  -5.807  0.457  1.747  0.111
H  -6.069  2.135  2.239  0.123
H  -5.757  1.420  -0.711  0.061
H  -7.330  1.235  0.130  0.076
H  -6.600  2.801  -0.012  0.067
C  0.130  1.247  -1.115  -0.139
O  -0.563  0.240  -1.870  -0.158
H  -0.170  2.274  -1.350  0.060
H  -0.034  1.093  -0.040  0.066
H  1.199  1.129  -1.304  0.072
H  -1.472  0.209  -1.506  0.024
C  -3.494  1.131  -4.029  -0.150
O  -3.512  1.908  -5.235  -0.130
H  -4.494  0.733  -3.835  0.074
H  -2.757  0.349  -4.172  0.074
H  -3.189  1.718  -3.155  0.066
H  -4.255  2.516  -5.191  0.069
C  0.156  0.802  3.005  -0.167
O  -0.533  0.703  4.231  -0.112
H  -0.340  1.505  2.345  0.050
H  1.197  1.107  3.161  0.070
H  0.190  -0.174  2.501  0.082
H  -0.060  0.079  4.788  0.082
C  -1.380  5.072  -2.818  -0.174
O  -0.191  5.568  -3.398  -0.129
H  -1.171  4.395  -1.979  0.044
H  -1.978  5.901  -2.433  0.080
H  -1.988  4.550  -3.562  0.072
H  0.318  4.785  -3.681  0.029
C  -3.960  -0.958  -1.228  -0.156
O  -3.096  0.041  -0.755  -0.173
H  -4.260  -1.656  -0.428  0.078
H  -4.914  -0.586  -1.630  0.069
H  -3.483  -1.560  -2.000  0.086
H  -3.533  0.577  -0.041  0.054
C  0.618  2.199  -4.709  -0.096
O  1.356  3.335  -4.204  -0.140
H  0.600  1.390  -3.972  0.059
H  -0.383  2.536  -4.952  0.078
H  1.098  1.787  -5.603  0.084
H  2.290  3.152  -4.331  0.085
C  2.321  5.684  0.633  -0.150
C  1.645  5.596  2.008  -0.147
C  0.755  4.349  1.897  -0.199
O  1.046  3.728  0.650  -0.184
C  1.459  4.771  -0.218  -0.211
H  3.324  5.258  0.688  0.108
H  2.356  6.688  0.218  0.113
H  1.010  6.471  2.165  0.107
H  2.346  5.551  2.835  0.104
H  -0.307  4.623  1.899  0.105
H  0.944  3.636  2.699  0.106
H  0.553  5.269  -0.603  0.114
H  1.968  4.391  -1.105  0.123

Its charge is 0. The structure (SMILES) is CCN(CC)CC.CCN(CC)CC.CCN(CC)CC.CCN(CC)CC.C1CCOC1.CO.CO.CO.CO.CO.CO. For the HOMO-LUMO gap, the calculation gives 0.325 Ha. The calculation puts the largest force on an atom at 1.21 eV/Å. The LUMO energy is 0.53 eV. The value obtained for the calculated total energy is -57039.877 eV.